Entry 1:
The following is a quantum chemistry calculation of a structure of composition C32H29AuNP2Se3Te, from the OMol25 dataset.

The gap between HOMO and LUMO (alpha / beta) is 7.5 / 5.5 eV. As for the net charge: +1. The value obtained for the HOMO energy (alpha / beta) is -10.187 / -10.500 eV. Its spin multiplicity is 3. Its expectation value of S² is 2.016.

Geometry as XYZ:
```
69
Properties=species:S:1:pos:R:3:forces:R:3
Au 1.769884 -1.839986 0.041024 0.16 0.14 0.31
Se 4.121726 -2.491035 -0.263135 -0.24 0.10 -0.28
Se 5.265286 -1.143344 1.194182 0.15 -0.03 0.12
Te 4.479824 -2.040494 3.434017 -0.12 0.13 0.00
Se 2.113293 -1.809512 3.243196 0.12 0.02 0.01
C 0.212068 1.042715 0.806563 0.22 -0.03 0.00
N -0.944222 0.861995 -0.021269 -0.22 -0.03 0.35
C -1.307321 -0.415504 -0.585712 0.03 -0.05 -0.32
P -0.591640 -1.918552 0.195893 -0.09 -0.02 0.03
C -1.274624 -2.015605 1.862957 -0.01 0.02 -0.03
C -0.828238 -3.029856 2.710526 -0.07 -0.03 -0.07
C -1.352631 -3.148673 3.985389 0.01 0.01 0.05
C -2.310012 -2.245902 4.428282 0.02 0.00 -0.04
C -2.755652 -1.234203 3.591679 -0.01 -0.02 -0.01
C -2.246266 -1.120434 2.306499 0.04 -0.02 -0.05
C -1.412061 -3.206605 -0.776934 0.16 -0.03 -0.06
C -1.130863 -3.275736 -2.142811 0.02 -0.02 0.04
C -1.735386 -4.240402 -2.928629 -0.01 -0.01 0.00
C -2.607658 -5.154704 -2.353028 0.00 0.02 0.02
C -2.872762 -5.101752 -0.993874 0.00 -0.01 -0.02
C -2.277770 -4.130522 -0.202022 -0.06 0.08 0.00
C -1.867867 1.916297 -0.163011 -0.04 0.01 -0.05
C -2.540140 2.079735 -1.372340 -0.05 0.01 0.04
C -3.462530 3.101947 -1.522620 -0.02 0.03 0.02
C -3.715828 3.980831 -0.479830 0.02 0.00 0.01
C -3.046421 3.818670 0.724129 -0.04 0.02 -0.04
C -2.135923 2.787440 0.890325 0.01 0.04 -0.04
P 1.764931 0.608451 -0.113249 0.01 -0.18 -0.07
C 3.074377 1.611126 0.590664 0.17 -0.17 -0.02
C 4.142390 1.996443 -0.222279 -0.07 0.03 -0.01
C 5.217022 2.677707 0.322368 -0.01 -0.04 0.03
C 5.242715 2.960536 1.680777 -0.01 -0.02 0.01
C 4.186229 2.575906 2.494373 0.01 0.01 -0.04
C 3.106551 1.896442 1.955706 -0.03 -0.02 -0.04
C 1.521288 1.169179 -1.804304 -0.04 0.06 0.03
C 1.789262 0.316653 -2.869600 0.04 -0.09 0.02
C 1.616400 0.761409 -4.172296 -0.02 0.02 -0.02
C 1.169238 2.051720 -4.408482 0.00 -0.01 0.01
C 0.892676 2.904412 -3.346507 0.00 -0.01 0.00
C 1.070979 2.467779 -2.046544 -0.02 -0.02 0.02
H 0.219290 0.438243 1.727527 -0.09 0.08 -0.03
H 0.277568 2.093320 1.097358 0.01 -0.10 -0.04
H -0.985934 -0.503061 -1.637354 -0.08 -0.06 0.07
H -2.400055 -0.536367 -0.582419 0.17 0.07 0.01
H -0.078658 -3.733504 2.367231 0.02 0.00 0.00
H -1.004002 -3.935534 4.639137 0.00 -0.03 0.01
H -2.709666 -2.332251 5.427149 -0.03 -0.01 0.08
H -3.509174 -0.538881 3.933735 -0.01 0.03 0.01
H -2.609580 -0.334911 1.657390 -0.01 0.05 0.00
H -0.431232 -2.582153 -2.594566 0.04 0.03 -0.01
H -1.519915 -4.286725 -3.987067 0.01 0.00 -0.02
H -3.076958 -5.910723 -2.965289 -0.02 -0.05 -0.03
H -3.546160 -5.817584 -0.544190 -0.02 -0.02 0.01
H -2.499738 -4.090793 0.855605 0.00 0.00 0.02
H -2.329352 1.417311 -2.199898 0.02 -0.04 -0.06
H -3.976424 3.218997 -2.466726 -0.02 0.01 -0.03
H -4.429162 4.782415 -0.603215 -0.03 0.03 0.00
H -3.247892 4.486083 1.550216 0.00 0.03 0.03
H -1.649465 2.652328 1.846182 0.02 -0.01 0.07
H 4.124311 1.774389 -1.281427 0.01 -0.02 -0.03
H 6.038109 2.979960 -0.310810 0.04 0.02 -0.04
H 6.088743 3.479530 2.107254 0.03 0.05 0.02
H 4.200260 2.808197 3.548925 0.01 0.00 0.07
H 2.296384 1.592605 2.603347 -0.07 -0.07 0.06
H 2.147387 -0.690695 -2.680697 0.00 0.04 0.01
H 1.834653 0.101435 -4.999068 0.02 -0.03 -0.05
H 1.038005 2.398895 -5.423423 -0.01 0.01 -0.05
H 0.541484 3.909072 -3.533309 -0.02 0.04 0.00
H 0.856850 3.135811 -1.221688 0.00 0.03 0.03
```
Forces are in eV/Å.

=====

Entry 2:
The following is a quantum chemistry calculation of a structure of composition C16H36InN2OP2, from the OMol25 dataset.

The gap between HOMO and LUMO is 7.9 eV. As for the net charge: +1. The value obtained for the HOMO energy is -10.569 eV. Its spin multiplicity is 1.

Geometry as XYZ:
```
58
Properties=species:S:1:pos:R:3:forces:R:3
In -0.631685 0.044346 -0.361337 1.15 -0.09 -1.14
H 2.363903 0.203745 1.201131 -0.03 -0.38 0.02
H 2.189306 -0.522922 1.287482 0.10 0.35 -0.02
P -0.028771 2.581595 -0.510006 -0.72 -0.09 0.53
P -0.126429 -2.529637 -0.438631 -0.71 -0.20 0.45
C -1.445954 -3.355708 0.529202 0.11 -0.60 -0.19
H -1.500407 -4.428982 0.284573 -0.11 0.31 0.23
H -1.261878 -3.230818 1.608678 0.02 -0.09 -0.39
H -2.410390 -2.881714 0.289834 0.32 -0.15 0.00
C -0.484292 -2.849934 -2.213380 0.10 -0.02 0.14
H 0.305845 -2.383286 -2.820760 -0.23 -0.11 0.22
H -0.529010 -3.926067 -2.445981 0.01 0.37 0.19
H -1.441108 -2.375908 -2.474041 0.25 -0.16 0.08
C 1.452507 -3.379481 -0.077629 0.06 0.04 0.08
H 1.679808 -3.277021 0.994492 -0.09 -0.08 -0.34
H 1.406553 -4.450359 -0.341766 -0.05 0.45 0.10
H 2.263825 -2.901369 -0.648084 -0.31 -0.13 0.15
C -0.538205 2.881061 -2.243980 0.14 0.20 0.10
H -0.521969 3.954078 -2.489799 -0.01 -0.35 0.08
H 0.144187 2.341875 -2.917128 -0.17 0.13 0.25
H -1.551227 2.480873 -2.390891 0.28 0.15 0.07
C -1.186490 3.510819 0.561286 0.11 0.71 -0.28
H -0.898523 3.406234 1.618895 -0.10 0.10 -0.46
H -1.201047 4.576489 0.281958 -0.13 -0.27 0.26
H -2.195490 3.087429 0.436609 0.35 0.14 -0.02
C 1.647667 3.279781 -0.303873 0.03 0.13 -0.07
H 2.352646 2.732300 -0.949777 -0.30 0.16 0.21
H 1.657555 4.349258 -0.578097 0.02 -0.43 0.13
H 1.980065 3.166803 0.740355 -0.12 0.10 -0.39
H 0.890381 0.006247 -1.374495 -0.12 0.02 -0.07
H -2.053715 0.015765 -1.433838 0.18 0.04 0.76
C -3.639412 -2.804070 7.362008 -0.17 -0.06 -0.05
C -2.279444 -2.204897 7.605492 0.46 0.11 -0.31
N -1.945072 -1.042073 6.768404 -0.07 0.13 -0.32
C -2.001343 0.245561 7.494967 -0.06 -0.72 -0.26
C -0.805836 0.409952 8.426471 -0.07 0.28 0.02
C -1.729807 -1.254792 5.442273 -0.79 -1.15 0.48
O -1.978331 -2.351300 4.908906 0.54 1.10 0.56
C -1.134576 -0.180013 4.599155 0.66 0.30 -0.09
C -0.342204 0.883312 5.081961 -0.51 -0.32 -0.95
C 0.279577 1.701124 4.143375 0.10 -0.20 -0.30
C 0.180357 1.361514 2.785281 -0.12 0.25 0.60
N -0.581310 0.356849 2.321738 0.17 -0.07 -0.02
C -1.227635 -0.408397 3.223866 0.23 0.51 -0.32
H -4.448926 -2.091462 7.513170 -0.03 0.05 0.03
H -3.764127 -3.631532 8.055442 -0.17 -0.08 0.08
H -3.678857 -3.192984 6.349866 -0.15 -0.01 -0.03
H -2.174847 -1.832445 8.622859 -0.01 -0.36 0.11
H -1.525955 -2.976430 7.414438 -0.01 0.14 0.17
H -2.106188 1.069963 6.786377 -0.08 -0.14 0.20
H -2.921579 0.197142 8.092522 0.14 0.24 -0.16
H 0.151251 0.318120 7.901885 -0.15 -0.04 0.11
H -0.859427 1.403611 8.873821 0.11 -0.06 0.16
H -0.823677 -0.336936 9.226029 0.05 0.18 -0.13
H -0.223468 1.059770 6.143706 0.10 0.01 -0.35
H 0.858024 2.577328 4.460269 -0.13 -0.50 -0.24
H 0.756738 1.946679 2.063725 -0.34 -0.33 0.11
H -1.820483 -1.254186 2.851292 0.28 0.49 0.24
```
Forces are in eV/Å.

=====

Entry 3:
The following is a quantum chemistry calculation of a cluster of 2 separate species, C4H9N3O in total, from the OMol25 dataset.

The gap between HOMO and LUMO is 9.5 eV. The value obtained for the HOMO energy is -9.857 eV. Its spin multiplicity is 1. The SMILES is [H]/N=C\C(O)=N\[H].C=NC.

Geometry as XYZ:
```
17
Properties=species:S:1:pos:R:3:forces:R:3
H -3.240635 -0.059492 -0.055276 0.16 -0.11 0.02
N -2.865990 0.868883 -0.263096 -0.18 0.10 0.14
C -1.683639 0.988217 0.146891 0.53 0.08 -1.09
C -0.895301 -0.100152 0.808597 0.45 1.86 5.09
O 0.301572 0.524537 1.463971 -2.66 -0.58 -1.13
N -1.527782 -1.074293 1.320280 0.58 -0.35 -1.59
H -0.967391 -1.752227 1.829523 0.07 0.31 0.35
H -1.154526 1.925608 -0.025142 0.02 -0.06 0.15
H 0.666510 -0.099017 2.102400 -0.08 -0.18 -0.20
C 0.415245 -1.038973 -0.854433 3.71 -0.08 -0.66
N 1.489631 -0.581003 -0.268749 -1.67 -1.82 -1.72
C 2.159092 0.554054 -0.838707 -0.08 0.28 0.11
H 0.062812 -0.621735 -1.804235 -0.28 0.24 0.21
H 0.144142 -2.065741 -0.644027 -0.50 0.19 0.40
H 1.668952 0.980344 -1.717662 -0.11 -0.02 -0.12
H 2.266017 1.330749 -0.086307 0.05 0.07 0.10
H 3.161292 0.220242 -1.114027 0.00 0.06 -0.04
```
Forces are in eV/Å.

=====

Entry 4:
The following is a quantum chemistry calculation of an isolated molecule of C9H18N2O2, from the OMol25 dataset.

The gap between HOMO and LUMO is 9.9 eV. The value obtained for the HOMO energy is -9.245 eV. Its spin multiplicity is 1. The SMILES is CC(=O)[C@H](N(N)C(C)=O)C(C)(C)C.

Geometry as XYZ:
```
31
Properties=species:S:1:pos:R:3:forces:R:3
C -0.517473 -2.945427 0.232570 0.19 -0.28 0.00
C 0.612018 -1.946762 0.199258 -0.37 -0.01 0.00
O 1.754046 -2.271293 -0.007805 0.08 -0.06 0.01
C 0.168367 -0.515107 0.490092 0.26 0.53 0.13
N -1.091846 -0.234410 -0.188179 0.64 -0.17 -0.13
N -1.164365 -0.182433 -1.585875 0.06 0.12 -0.19
C -2.223745 -0.047097 0.543492 -0.39 -0.02 -0.21
C -3.455479 0.261422 -0.264376 -0.18 -0.07 0.24
O -2.208298 -0.123534 1.756745 -0.15 0.04 0.29
C 1.244694 0.593034 0.335738 -0.05 -0.04 -0.02
C 2.280824 0.389962 1.447007 -0.09 -0.08 -0.14
C 1.966767 0.560810 -1.015207 -0.04 -0.06 0.09
C 0.571845 1.956193 0.534806 0.08 -0.28 -0.01
H -1.093152 -2.886539 -0.690139 -0.10 0.01 -0.07
H -0.111482 -3.949738 0.322909 0.03 -0.01 -0.01
H -1.189947 -2.733015 1.059405 -0.13 0.04 0.06
H -0.122937 -0.522809 1.553487 0.10 -0.06 -0.21
H -0.809142 0.706182 -1.937688 0.04 -0.23 0.17
H -0.607626 -0.929926 -1.991831 -0.08 0.07 0.07
H -3.595695 -0.493348 -1.032618 -0.05 0.04 -0.09
H -3.342047 1.225335 -0.754036 -0.04 0.06 -0.12
H -4.314124 0.290948 0.399230 0.04 0.01 0.08
H 1.811368 0.448746 2.426466 -0.05 0.03 0.15
H 2.761791 -0.578459 1.346640 0.08 -0.05 0.04
H 3.045915 1.160393 1.387946 0.08 0.11 0.01
H 1.302298 0.786882 -1.846235 -0.01 0.04 -0.08
H 2.757615 1.307722 -1.016189 0.09 0.12 -0.02
H 2.420719 -0.411402 -1.182352 0.06 -0.01 -0.07
H -0.105009 2.197094 -0.282838 -0.09 0.05 -0.09
H 1.327113 2.736782 0.584768 0.09 0.10 -0.01
H 0.000956 1.968094 1.460472 -0.09 0.05 0.12
```
Forces are in eV/Å.